Entry 1:
Formula: C36H45FN2O7P2
Source: the Open Molecules 2025 dataset
Level of theory: wB97M-V/def2-TZVPD

- structure (SMILES) = CCOP(=O)(CC[C@@H]1[C@@H](C(=O)NC(=O)F)OC(=O)[C@@H]1[PH2]=N)OCC.c1ccccc1.c1ccccc1.c1ccccc1.c1ccccc1
- orbital gap (eV) = 8.4126
- electronic energy (eV) = -76664.9911

Last column: Löwdin charge in e.
Geometry (Å):
C1 3.683724 2.265991 1.594018  -0.077
C2 2.509777 1.568869 0.711153  -0.279
O1 1.655446 2.618875 0.122608  -0.272
P1 0.013743 2.066797 0.134521  0.719
O2 -0.408177 2.019025 1.611274  -0.316
C3 -1.095706 3.284179 -0.776715  -0.204
C4 -2.630196 3.310890 -0.232355  -0.162
C5 -2.844973 4.246706 1.057096  -0.209
C6 -1.647780 5.168189 1.593833  -0.140
C7 -1.729187 6.764824 1.266763  -0.246
O3 -2.473587 7.158131 0.318778  0.075
N1 -1.017334 7.807919 2.042534  0.137
C8 0.398195 7.474775 2.293826  -0.335
O4 1.272994 8.250520 1.827458  0.111
F1 0.871578 6.376203 3.063015  0.055
O5 -1.775169 5.203238 3.066067  -0.041
C9 -2.288007 3.935744 3.529828  -0.323
O6 -1.945631 3.254082 4.515675  0.109
C10 -3.425740 3.633160 2.429486  -0.279
P2 -4.296737 1.952685 2.440461  0.754
N2 -3.250200 0.734584 2.304322  -0.311
O7 0.078358 0.504212 -0.615567  -0.264
C11 -0.972282 -0.257802 0.106552  -0.284
C12 -1.432694 -1.587044 -0.669114  -0.069
H1 4.569971 2.553974 0.915695  0.081
H2 3.275673 3.231700 2.058371  0.082
H3 3.996180 1.562448 2.450222  0.064
H4 3.045092 0.937891 -0.080364  0.121
H5 1.899678 0.852755 1.380847  0.110
H6 -0.666698 4.347567 -0.819807  0.106
H7 -1.156132 2.915469 -1.876373  0.109
H8 -3.078554 2.251956 -0.121676  0.091
H9 -3.236133 3.798555 -1.093336  0.125
H10 -3.690619 4.955413 0.718775  0.141
H11 -0.563440 4.910630 1.336001  0.151
H12 -1.490016 8.036112 2.933744  0.157
H13 -4.310779 4.355431 2.652086  0.131
H14 -5.248157 1.865783 1.372822  0.012
H15 -4.917625 1.807196 3.741050  0.017
H16 -3.567454 0.226435 1.450997  -0.051
H17 -1.887648 0.444847 0.126281  0.061
H18 -0.676685 -0.518692 1.178273  0.128
H19 -2.593794 -1.584449 -0.653470  0.079
H20 -1.136403 -1.619683 -1.772050  0.060
H21 -1.136571 -2.548271 -0.094132  0.080
C13 -1.837084 -6.815817 0.976289  -0.099
C14 -2.576872 -5.773493 0.426037  -0.101
C15 -2.935564 -4.682850 1.212609  -0.111
C16 -2.545713 -4.629880 2.547897  -0.093
C17 -1.802710 -5.670553 3.097030  -0.095
C18 -1.451905 -6.765550 2.312961  -0.098
H22 -1.560439 -7.667672 0.363701  0.099
H23 -2.874983 -5.811517 -0.616956  0.099
H24 -3.518046 -3.873391 0.785134  0.094
H25 -2.821139 -3.777198 3.159898  0.103
H26 -1.497410 -5.628409 4.137653  0.101
H27 -0.877368 -7.579135 2.742885  0.100
C19 4.493616 0.214483 7.281789  -0.102
C20 3.674904 1.144085 7.915928  -0.101
C21 2.642292 1.757432 7.212718  -0.095
C22 2.422122 1.433659 5.876995  -0.086
C23 3.238635 0.501273 5.244108  -0.102
C24 4.277006 -0.105334 5.944557  -0.098
H28 5.300747 -0.261037 7.829441  0.098
H29 3.842291 1.391504 8.959339  0.098
H30 2.008358 2.486997 7.705495  0.100
H31 1.613944 1.908127 5.329770  0.104
H32 3.065726 0.247646 4.203021  0.086
H33 4.916678 -0.828108 5.449055  0.099
C25 -1.323381 -2.605374 -7.114318  -0.100
C26 -0.956963 -1.680813 -6.139976  -0.093
C27 -0.631818 -2.112489 -4.856866  -0.096
C28 -0.663737 -3.471148 -4.550462  -0.104
C29 -1.026738 -4.396270 -5.526171  -0.109
C30 -1.360771 -3.963539 -6.806720  -0.105
H34 -1.580177 -2.268267 -8.113269  0.102
H35 -0.925646 -0.622978 -6.380373  0.103
H36 -0.352804 -1.391160 -4.095810  0.094
H37 -0.405759 -3.808132 -3.551607  0.102
H38 -1.050182 -5.454894 -5.287740  0.104
H39 -1.648986 -4.683776 -7.565046  0.104
C31 3.076865 -3.693073 -5.546906  -0.087
C32 2.179293 -3.359556 -6.556611  -0.089
C33 2.604989 -2.603896 -7.644875  -0.087
C34 3.931540 -2.189719 -7.728246  -0.099
C35 4.829861 -2.526477 -6.720142  -0.102
C36 4.402105 -3.274365 -5.627288  -0.099
H40 2.743845 -4.279607 -4.696634  0.100
H41 1.147334 -3.687661 -6.494844  0.063
H42 1.903328 -2.338294 -8.428835  0.099
H43 4.264627 -1.604568 -8.579244  0.098
H44 5.864428 -2.204893 -6.786008  0.098
H45 5.101360 -3.532138 -4.838837  0.098

Force components x, y, z for each atom (eV/Å):
C -0.766 0.225 -0.328
C 1.561 -0.465 1.186
O -2.355 -2.096 -0.640
P 1.762 -0.262 3.361
O 0.543 0.144 -3.439
C -0.577 -0.562 -1.628
C 0.452 0.317 -0.610
C -1.261 0.620 -0.252
C 0.554 1.687 0.927
C -3.621 0.621 -3.518
O 3.075 -1.598 3.953
N 1.157 -2.732 0.594
C 4.387 3.537 -1.456
O -3.930 -3.982 2.278
F -1.974 2.036 -1.599
O 0.264 -2.479 0.323
C 0.037 -2.043 0.936
O -1.398 3.730 -4.099
C -1.029 1.212 0.242
P 2.952 -1.966 0.375
N -1.697 0.482 -1.129
O -0.817 2.469 1.837
C -1.692 -0.680 -0.373
C -0.752 -0.053 0.427
H -1.339 -0.581 1.181
H 0.546 -1.445 -0.598
H -0.311 1.087 -1.486
H -1.158 0.992 0.763
H 0.833 1.316 -1.046
H -0.418 -1.694 0.212
H 0.214 0.672 1.740
H 0.996 1.713 0.143
H 1.091 -0.755 1.434
H 1.629 -0.848 0.498
H -1.584 -0.390 0.337
H 0.156 -0.349 -0.602
H 1.544 -0.973 0.191
H -0.095 0.865 0.750
H -0.159 1.004 -0.893
H 0.540 0.146 0.839
H 1.429 -1.314 0.363
H -0.286 0.682 -1.571
H 1.872 -0.033 -0.066
H -0.163 0.059 1.642
H -0.179 1.639 -1.185
C -0.009 0.069 0.064
C 0.017 0.005 0.060
C 0.074 -0.079 0.053
C 0.007 -0.040 -0.048
C -0.022 -0.017 -0.076
C -0.053 0.085 -0.057
H -0.026 0.073 0.052
H 0.015 -0.002 0.092
H 0.049 -0.059 0.037
H 0.030 -0.065 -0.057
H -0.035 -0.002 -0.100
H -0.040 0.069 -0.036
C -0.064 0.035 -0.053
C -0.008 -0.011 -0.082
C 0.074 -0.092 -0.057
C 0.023 0.007 0.018
C 0.039 0.027 0.107
C -0.061 0.064 0.052
H -0.069 0.041 -0.046
H -0.007 -0.018 -0.096
H 0.040 -0.070 -0.048
H 0.058 -0.051 0.035
H -0.016 0.012 0.103
H -0.051 0.047 0.042
C 0.021 -0.061 0.112
C -0.017 -0.105 0.047
C -0.059 -0.128 -0.075
C -0.094 0.077 -0.092
C -0.095 0.091 0.048
C -0.027 0.102 0.071
H 0.024 -0.030 0.085
H 0.006 -0.100 0.021
H 0.026 -0.051 -0.078
H -0.015 0.027 -0.076
H 0.004 0.098 -0.026
H 0.037 0.055 0.058
C 0.070 0.079 -0.113
C 0.057 0.014 -0.036
C 0.142 -0.037 0.090
C -0.056 -0.047 0.067
C -0.058 -0.009 0.009
C -0.077 0.008 -0.066
H 0.010 0.050 -0.067
H 0.233 0.071 -0.036
H 0.038 -0.034 0.064
H -0.019 -0.045 0.074
H -0.097 -0.025 0.010
H -0.046 0.017 -0.066



Entry 2:
Formula: C36H45N3O2P2RhS2Se2
Source: the Open Molecules 2025 dataset
Level of theory: wB97M-V/def2-TZVPD

- orbital gap (eV) = 6.8880
- electronic energy (eV) = -220575.1372
- total charge = +1

Last column: Löwdin charge in e.
Geometry (Å):
Rh1 -0.171654 -0.338657 0.056668  0.129
O1 -1.031580 -1.942234 -1.172064  -0.255
C1 -1.850943 -1.647909 -2.324653  -0.186
C2 -2.953315 -0.652719 -1.972965  -0.570
C3 -4.115932 -0.991904 -2.933832  -0.224
O2 -5.136608 -0.019375 -2.966862  -0.033
C4 -3.415523 -0.893044 -0.531128  -0.458
Se1 -2.432041 0.062896 0.860815  0.757
C5 -2.558629 0.807162 -2.207690  -0.511
Se2 -0.750770 1.317031 -1.657391  0.671
H1 -0.293311 -2.483163 -1.482540  0.047
H2 -2.303284 -2.595402 -2.631497  0.138
H3 -1.221929 -1.265550 -3.132137  0.127
H4 -4.516995 -1.981000 -2.680219  0.134
H5 -3.727325 -1.044476 -3.954031  0.137
H6 -5.645040 -0.055924 -2.151172  0.090
H7 -3.426948 -1.959201 -0.305537  0.078
H8 -4.430176 -0.508441 -0.400434  0.065
H9 -3.261747 1.459942 -1.697194  0.061
H10 -2.603582 1.038000 -3.272522  0.073
C6 -3.998164 0.584065 5.385853  -0.392
S1 -2.547095 1.326391 4.622526  0.808
C7 -1.249290 0.516683 5.586530  -0.476
C8 0.109568 1.090440 5.182034  -0.244
C9 0.981765 0.212515 4.290957  -0.219
N1 0.501650 -0.025480 2.914799  -0.371
P1 0.663546 1.042507 1.599840  0.818
C10 2.417471 1.354748 1.249829  -0.343
C11 2.675550 2.241611 0.202957  -0.101
C12 3.979450 2.576903 -0.117647  -0.080
C13 5.036714 2.025702 0.598383  -0.074
C14 4.784223 1.139679 1.633997  -0.060
C15 3.475572 0.808763 1.965026  -0.088
C16 0.117485 2.684220 2.100223  -0.334
C17 0.971634 3.446859 2.902765  -0.101
C18 0.566356 4.686366 3.363193  -0.063
C19 -0.682438 5.183525 3.007843  -0.057
C20 -1.515928 4.445427 2.183268  -0.057
C21 -1.120003 3.196261 1.724950  -0.114
P2 0.375532 -1.538718 2.092822  0.946
C22 -0.904227 -2.615689 2.776017  -0.359
C23 -0.743483 -3.992418 2.596893  -0.099
C24 -1.754877 -4.868235 2.952633  -0.069
C25 -2.937231 -4.378657 3.491100  -0.068
C26 -3.105843 -3.013405 3.661732  -0.066
C27 -2.101193 -2.127333 3.295816  -0.148
C28 1.893692 -2.421782 2.594572  -0.341
C29 1.941661 -3.039674 3.849853  -0.106
C30 3.112845 -3.620019 4.306275  -0.061
C31 4.250439 -3.608928 3.509085  -0.066
C32 4.208196 -3.016117 2.257613  -0.069
C33 3.038408 -2.422051 1.802721  -0.122
H11 -4.874283 1.058160 4.947941  0.037
H12 -4.002482 0.767698 6.459796  0.041
H13 -4.045645 -0.487913 5.197486  0.018
H14 -1.285077 -0.562186 5.424348  0.067
H15 -1.440180 0.694627 6.645303  0.081
H16 0.701365 1.275023 6.082124  0.121
H17 -0.026084 2.066988 4.716275  0.068
H18 1.121789 -0.762983 4.758608  0.106
H19 1.971651 0.674742 4.245628  0.102
H20 1.850026 2.681245 -0.348999  0.102
H21 4.173035 3.286017 -0.913147  0.109
H22 6.056072 2.298734 0.357064  0.109
H23 5.603926 0.711233 2.196113  0.111
H24 3.292669 0.110730 2.770049  0.089
H25 1.955771 3.077865 3.167400  0.112
H26 1.226971 5.268978 3.991366  0.111
H27 -0.997827 6.154461 3.366549  0.111
H28 -2.480108 4.838819 1.890615  0.114
H29 -1.769278 2.629060 1.071862  0.020
H30 0.177358 -4.387216 2.184339  0.109
H31 -1.616055 -5.932296 2.815435  0.109
H32 -3.727156 -5.061771 3.774417  0.109
H33 -4.033553 -2.634751 4.070760  0.102
H34 -2.254059 -1.062714 3.397319  0.002
H35 1.053568 -3.087334 4.467890  0.108
H36 3.134508 -4.090920 5.280118  0.111
H37 5.163055 -4.071015 3.862025  0.110
H38 5.089424 -3.015788 1.628907  0.108
H39 3.014760 -1.955449 0.829323  0.007
S2 1.887876 -1.239701 -1.265372  0.717
C34 2.748838 -0.123239 -2.226828  -0.783
N2 4.071837 -0.176923 -2.389865  0.039
C35 4.570911 0.869380 -3.277462  -0.112
C36 3.261144 1.528548 -3.764915  -0.104
N3 2.249517 0.872890 -2.941414  0.022
H40 4.634676 -0.873904 -1.936339  0.143
H41 5.154227 0.449521 -4.094592  0.121
H42 5.195127 1.569082 -2.721392  0.107
H43 3.073432 1.334138 -4.821108  0.123
H44 3.259551 2.605536 -3.605863  0.118
H45 1.239063 1.002681 -3.009579  0.010

Force components x, y, z for each atom (eV/Å):
Rh 0.339 -0.303 -0.157
O -0.090 -0.054 -0.054
C -0.017 0.000 -0.001
C -0.028 -0.031 0.001
C -0.017 -0.022 0.010
O 0.035 0.032 0.020
C 0.009 0.044 0.005
Se -0.055 0.008 0.159
C -0.023 0.007 0.003
Se 0.142 0.153 -0.054
H 0.048 0.051 0.024
H 0.021 0.006 -0.026
H -0.004 0.020 0.018
H 0.009 0.002 0.005
H -0.004 -0.003 0.001
H -0.027 -0.022 -0.008
H -0.001 -0.003 0.004
H 0.006 0.003 -0.005
H -0.005 0.000 -0.012
H 0.006 -0.009 -0.003
C -0.007 0.002 0.016
S -0.011 0.003 -0.044
C -0.012 0.015 -0.056
C 0.011 0.012 0.019
C 0.077 0.008 -0.019
N -0.056 -0.001 -0.075
P 0.029 -0.187 -0.169
C 0.008 0.100 0.098
C 0.015 0.024 0.001
C -0.011 -0.004 -0.011
C 0.015 -0.016 0.009
C 0.019 0.000 -0.022
C -0.027 -0.086 -0.082
C -0.098 -0.007 -0.135
C 0.013 0.052 -0.022
C 0.007 0.003 -0.004
C -0.007 -0.008 -0.012
C 0.007 -0.003 0.004
C -0.042 0.006 -0.002
P -0.055 0.123 -0.047
C -0.098 0.110 0.015
C -0.007 -0.023 -0.047
C 0.013 -0.009 0.002
C -0.010 0.015 -0.005
C -0.014 -0.015 0.021
C 0.067 -0.043 0.098
C -0.042 -0.067 0.046
C 0.015 -0.002 0.010
C 0.003 -0.008 -0.004
C -0.006 -0.005 0.005
C 0.016 0.005 -0.007
C -0.050 0.011 0.004
H -0.001 -0.006 -0.011
H -0.004 -0.003 -0.003
H 0.017 -0.016 0.008
H -0.001 -0.075 -0.011
H -0.018 0.033 -0.012
H 0.008 -0.031 0.003
H -0.017 -0.011 0.061
H -0.027 0.000 -0.001
H -0.004 -0.029 0.009
H 0.002 0.007 0.003
H 0.000 0.003 -0.008
H 0.002 0.000 -0.001
H -0.001 0.004 0.004
H 0.012 -0.009 -0.010
H -0.007 -0.012 -0.001
H -0.003 0.002 0.003
H 0.003 0.003 0.000
H 0.000 0.006 0.001
H 0.023 -0.019 0.014
H -0.022 0.006 -0.004
H -0.005 -0.002 -0.005
H 0.001 -0.002 0.003
H 0.002 0.014 0.001
H 0.022 0.013 0.085
H 0.014 0.019 0.003
H 0.002 0.001 0.002
H 0.001 0.001 0.000
H -0.005 -0.001 -0.008
H 0.027 0.015 -0.016
S 0.042 0.165 0.349
C -0.076 0.047 -0.049
N -0.019 -0.115 -0.078
C -0.004 0.012 0.036
C 0.013 0.042 -0.012
N -0.166 -0.065 -0.019
H 0.007 0.044 0.063
H -0.007 0.002 -0.003
H 0.008 0.004 -0.006
H 0.006 0.005 0.002
H -0.008 -0.004 0.006
H 0.078 0.071 0.090